Formula: C41H51BBrCl3N11O4PSiSr
Source: OMol25
Level of theory: the ωB97M-V functional and the def2-TZVPD basis

```
! wB97M-V def2-TZVPD RIJCOSX def2/J DEFGRID3
* xyz 0 1
Sr -0.72 -0.24 -1.52
O 2.55 0.80 1.27
C 3.45 1.29 0.27
C 4.42 0.22 -0.21
C 3.81 -0.80 -1.18
C 3.38 -0.24 -2.53
C 4.28 0.41 -3.37
C 3.88 0.80 -4.64
C 2.58 0.54 -5.05
C 1.73 -0.09 -4.15
N 2.12 -0.47 -2.92
H 1.84 0.28 0.87
H 4.01 2.10 0.74
H 2.91 1.70 -0.58
H 4.78 -0.31 0.68
H 5.28 0.72 -0.67
H 2.94 -1.27 -0.73
H 4.56 -1.57 -1.37
H 5.30 0.60 -3.04
H 4.57 1.30 -5.30
H 2.23 0.82 -6.03
H 0.70 -0.30 -4.42
Br 1.51 3.53 7.68
C 1.45 4.48 6.04
C 0.74 5.67 5.97
C 0.68 6.35 4.76
C 1.29 5.84 3.62
C 2.02 4.65 3.72
C 2.10 3.98 4.93
N 1.32 6.65 2.44
N 1.11 6.19 1.29
C 0.57 4.89 1.07
C -0.27 4.20 1.92
C -0.72 2.92 1.64
C -0.30 2.22 0.50
O -0.57 0.98 0.29
C 0.44 2.99 -0.48
N 0.70 2.38 -1.68
C 1.35 3.05 -2.60
C 1.83 4.35 -2.40
C 1.60 4.97 -1.20
C 0.86 4.30 -0.20
H 0.25 6.06 6.85
H 0.13 7.29 4.68
H 2.52 4.25 2.85
H 2.67 3.06 5.01
H -0.61 4.69 2.83
H -1.38 2.40 2.33
H 1.52 2.54 -3.55
H 2.38 4.85 -3.19
H 1.96 5.97 -1.00
N -2.97 1.54 -5.18
C -2.69 2.83 -4.78
C -1.85 2.71 -3.72
N -1.61 1.37 -3.46
C -2.30 0.70 -4.36
C -2.29 -0.77 -4.42
N -1.48 -1.51 -3.70
C -1.79 -2.83 -4.00
C -2.79 -2.86 -4.92
N -3.09 -1.54 -5.19
H -3.57 1.29 -5.93
H -3.11 3.70 -5.28
H -1.41 3.50 -3.11
H -1.26 -3.64 -3.50
H -3.30 -3.68 -5.40
H -3.85 -1.23 -5.77
Cl -4.61 -0.72 -2.19
Si -3.95 0.88 -0.90
Cl -5.81 0.60 0.54
Cl -4.80 2.51 -1.91
C -4.75 -1.56 3.52
N -4.07 -0.96 2.31
C -2.94 -0.07 2.77
N -2.02 -0.79 3.60
C -2.71 -1.37 4.74
N -3.81 -2.26 4.35
C -3.30 -3.49 3.68
P -2.32 -3.16 2.12
C -3.59 -2.03 1.38
C -1.25 -1.80 2.83
H -5.53 -2.22 3.17
H -5.19 -0.73 4.08
H -4.75 -0.38 1.77
H -3.39 0.76 3.32
H -2.44 0.31 1.88
H -3.12 -0.57 5.36
H -2.00 -1.94 5.34
H -4.14 -4.14 3.44
H -2.66 -4.02 4.39
H -4.45 -2.60 1.04
H -3.14 -1.55 0.51
H -0.74 -1.32 2.00
H -0.49 -2.25 3.47
C 3.19 -3.88 0.51
C 1.68 -4.07 0.46
C 1.30 -4.92 1.66
O 1.07 -2.76 0.59
B 0.21 -2.45 -0.50
O 0.17 -3.59 -1.33
C 1.13 -4.61 -0.91
C 2.17 -4.69 -2.01
C 0.40 -5.93 -0.81
H 3.44 -3.37 1.45
H 3.55 -3.26 -0.31
H 3.71 -4.85 0.49
H 1.67 -4.44 2.57
H 1.73 -5.92 1.59
H 0.22 -5.02 1.74
H 2.62 -3.71 -2.20
H 1.68 -5.01 -2.94
H 2.96 -5.42 -1.77
H -0.46 -5.86 -0.13
H 1.07 -6.73 -0.47
H 0.02 -6.20 -1.80
*
```

The HOMO-LUMO gap is 6.38 eV. The calculation puts the energy above the lowest of the compared OMol25 structures with the same formula, charge and spin at 0.117 eV.